<w>
The molecule C4H6BrNO, computed with ωB97M-V with the def2-TZVPD basis set.

Last columns: bonded neighbours and bond lengths (Å).
Atoms and positions in Å:
1 C -1.265 0.994 -0.552  N2 1.456, H8 1.075, H9 1.076, H10 1.074
2 N -0.725 0.447 0.684  C1 1.456, C3 1.469, O7 1.577
3 C 0.727 0.654 0.627  N2 1.469, C4 1.796, H11 1.083, H12 1.029
4 C 1.215 -0.918 -0.091  C3 1.796, Br5 1.827, C6 1.326
5 Br 2.847 -1.091 -0.892  C4 1.827
6 C 0.212 -1.747 0.165  C4 1.326, O7 1.369, H13 1.096
7 O -0.905 -1.119 0.646  N2 1.577, C6 1.369
8 H -1.542 1.995 -0.277  C1 1.075
9 H -0.514 1.067 -1.320  C1 1.076
10 H -2.206 0.560 -0.832  C1 1.074
11 H 1.070 0.467 1.637  C3 1.083
12 H 1.067 1.509 0.168  C3 1.029
13 H 0.020 -2.819 0.039  C6 1.096

The calculation puts the HOMO energy at -8.50 eV. The multiplicity is 1. The LUMO energy comes out at 0.0322 hartree. As for the orbital gap: 9.38 eV.

<x>
A cluster of 2 separate species, C4H6BrNO in total, computed with ωB97M-V with the def2-TZVPD basis set.

Last columns: bonded neighbours and bond lengths (Å).
Atoms and positions in Å:
1 C -0.042 1.538 -0.390  C4 1.411, N5 1.150
2 C -1.581 -0.365 0.126  C4 1.499, H8 1.094, H9 1.090, H10 1.087
3 C 1.293 -0.815 -0.730  Br7 1.882, H11 1.078, H12 1.080
4 C -0.319 0.397 0.393  C1 1.411, C2 1.499, O6 1.350
5 N 0.224 2.450 -1.037  C1 1.150
6 O 0.110 0.342 1.672  C4 1.350, H13 0.967
7 Br 2.812 -0.615 0.362  C3 1.882
8 H -2.438 0.222 0.470  C2 1.094
9 H -1.562 -1.301 0.682  C2 1.090
10 H -1.701 -0.557 -0.938  C2 1.087
11 H 0.897 -1.818 -0.730  C3 1.078
12 H 1.390 -0.337 -1.693  C3 1.080
13 H 0.915 0.859 1.814  O6 0.967

The calculation puts the HOMO energy (alpha / beta) at -8.61 / -8.61 eV. The multiplicity is 1. The LUMO energy (alpha / beta) comes out at 0.0032 / 0.0032 hartree. As for the orbital gap (alpha / beta): 8.70 / 8.70 eV.

<y>
A cluster of 2 separate species, C4H6BrNO in total, computed with ωB97M-V with the def2-TZVPD basis set.

Last columns: bonded neighbours and bond lengths (Å).
Atoms and positions in Å:
1 C 0.378 0.214 -1.245  C3 1.476, N5 1.244
2 C 0.738 -1.192 0.425  C3 1.505, O6 1.448, H8 1.126, H9 1.132
3 C -0.320 -0.218 -0.019  C1 1.476, C2 1.505, C4 1.512, H10 1.157
4 C -0.759 0.883 0.920  C3 1.512, H11 1.106, H12 1.151, H13 1.126
5 N 1.373 -0.438 -1.606  C1 1.244, O6 1.347
6 O 1.604 -1.419 -0.712  C2 1.448, N5 1.347
7 Br -0.856 2.434 -3.012  no bonds
8 H 1.363 -0.605 1.155  C2 1.126
9 H 0.359 -2.184 0.818  C2 1.132
10 H -1.275 -0.800 -0.318  C3 1.157
11 H -1.489 0.494 1.654  C4 1.106
12 H -1.339 1.781 0.493  C4 1.151
13 H 0.222 1.050 1.447  C4 1.126

The calculation puts the HOMO energy at -9.98 eV. The multiplicity is 1. The LUMO energy comes out at -0.1247 hartree. As for the orbital gap: 6.59 eV.

Short version: <y> is the least stable of them.